Record 1
DFT (the ωB97M-V functional and the def2-TZVPD basis) results for a molecular structure, C23H48AuN3O2PS.

The geometry in XYZ format:
```
79
Properties=species:S:1:pos:R:3:mulliken_charge:R:1
Au 1.971 0.773 1.003 0.12
S 1.572 -1.954 2.352 0.97
P -1.919 1.658 -0.121 -0.22
O -0.758 2.364 0.440 -0.90
O 1.058 -1.145 3.503 -0.67
N -1.658 0.791 -1.535 0.31
N -2.437 0.547 0.997 0.42
N -3.186 2.634 -0.561 0.30
C -2.063 -1.326 2.399 -0.02
C -4.286 2.225 -1.432 -0.61
C -3.530 -0.385 0.784 -0.10
C -3.549 -1.186 2.083 -0.89
C 3.444 3.280 -0.699 -1.94
C -0.546 0.576 -3.636 -0.76
C -5.530 2.766 -0.733 -0.65
C 3.362 -1.969 2.528 -0.95
C 1.203 -3.680 2.853 -1.21
C 3.686 1.842 -1.196 2.35
C -5.008 4.054 -0.106 -0.66
C -0.116 -4.310 0.784 -0.90
C -0.329 -0.696 -2.804 -0.74
C -0.670 -0.293 -1.375 0.98
C -1.183 1.588 -2.677 -0.48
C -3.630 3.644 0.401 -0.63
C 2.647 1.532 -2.275 -1.27
C 1.054 -4.653 1.696 -0.33
C -1.472 0.020 1.986 0.63
C 3.687 0.745 -0.125 -1.59
C 4.080 -2.925 1.591 -0.54
C 5.080 1.801 -1.848 -2.11
C 3.694 -2.741 0.128 -0.33
H -1.057 -4.314 1.338 0.34
H -1.632 -2.125 1.789 -0.48
H -5.644 4.445 0.689 0.36
H 3.932 -3.958 1.928 0.21
H 5.851 2.023 -1.109 0.43
H 5.166 2.535 -2.657 0.43
H -3.338 -1.048 -0.072 0.21
H -1.371 0.706 2.828 0.21
H 0.392 0.966 -4.029 0.26
H 0.226 0.065 -0.844 -0.85
H -0.997 -1.489 -3.145 0.36
H 5.279 0.807 -2.249 0.43
H -5.850 2.074 0.051 0.24
H -4.467 0.141 0.595 -0.01
H -1.109 -1.109 -0.799 -0.14
H 2.681 2.258 -3.094 0.50
H 0.922 -5.658 2.113 0.44
H 2.446 3.360 -0.267 0.22
H 4.452 1.024 0.638 0.31
H 4.162 3.529 0.085 0.43
H 0.694 -1.064 -2.867 0.39
H 1.652 1.557 -1.830 -0.31
H 2.669 -3.055 -0.069 0.03
H 1.949 -4.014 3.578 0.44
H 5.150 -2.728 1.705 0.44
H -0.204 -5.029 -0.032 0.46
H -3.701 3.209 1.405 0.36
H 0.254 -3.565 3.381 0.47
H -0.479 -0.085 1.551 -0.74
H 3.638 -0.936 2.323 0.34
H 3.542 -2.197 3.583 0.44
H -2.019 2.124 -3.129 0.24
H 0.005 -3.320 0.343 -0.07
H -1.203 0.373 -4.484 0.36
H -4.048 -0.602 2.860 0.32
H -4.067 -2.140 1.983 0.39
H 3.542 4.015 -1.508 0.46
H -4.182 2.686 -2.424 0.39
H 4.349 -3.334 -0.510 0.43
H 2.814 0.530 -2.674 0.32
H 1.973 -4.687 1.110 0.16
H -4.297 1.147 -1.578 0.38
H 3.754 -1.678 -0.163 -0.06
H -4.914 4.825 -0.874 0.32
H -2.920 4.472 0.446 0.25
H -6.366 2.918 -1.416 0.41
H -0.443 2.322 -2.345 0.36
H -1.854 -1.555 3.440 0.52
```

Calculated values
Total charge: -1
Gap between HOMO and LUMO (eV): 4.45

---

Record 2
DFT (the ωB97M-V functional and the def2-TZVPD basis) results for a single C17H17FN2O2S molecule.

The geometry in XYZ format:
```
40
Properties=species:S:1:pos:R:3:mulliken_charge:R:1
S 1.000 -1.880 -1.114 0.19
F -1.021 2.666 0.773 -0.38
O 1.602 1.767 -1.755 -0.65
O 0.780 0.803 4.956 -0.62
N -0.355 0.873 -2.417 0.11
N -2.204 0.456 -0.700 0.00
C -1.577 0.335 0.519 0.72
C 2.361 -2.838 -1.541 -0.55
C 0.949 0.787 -2.060 0.93
C 0.373 -0.169 4.357 1.00
C -1.004 1.394 1.247 0.99
C -0.395 1.215 2.465 -1.13
C -0.921 -1.106 2.382 -0.68
C 3.217 -2.174 -2.358 -0.47
C -1.086 2.095 -2.154 -0.89
C 2.783 -0.862 -2.645 -0.70
C -2.138 -0.621 -1.669 -0.76
C -0.319 -0.045 3.057 0.23
C 1.586 -0.553 -2.070 0.01
C -2.370 1.724 -1.378 -0.96
C -1.535 -0.913 1.167 -0.95
C -1.205 -0.209 -2.840 -1.01
C 0.555 -1.567 4.902 -1.40
H 4.129 -2.597 -2.738 0.42
H -0.606 -1.055 -3.173 0.50
H 1.074 -2.190 4.178 0.39
H -3.206 1.597 -2.072 0.43
H -2.022 -1.759 0.708 0.48
H -0.929 -2.097 2.808 0.36
H -3.146 -0.827 -2.047 0.38
H -0.434 2.747 -1.571 0.48
H -1.795 0.149 -3.691 0.33
H -1.336 2.598 -3.095 0.34
H -0.415 -2.010 5.117 0.36
H 0.045 2.064 2.965 0.50
H 1.134 -1.518 5.821 0.35
H -2.640 2.508 -0.675 0.45
H 2.440 -3.834 -1.153 0.43
H 3.325 -0.167 -3.260 0.46
H -1.749 -1.522 -1.203 0.30
```

Calculated values
Gap between HOMO and LUMO (eV): 8.43
SMILES: CC(=O)c1ccc(N2CCN(C(=O)c3cccs3)CC2)c(F)c1

---

Record 3
DFT (the ωB97M-V functional and the def2-TZVPD basis) results for 2 unconnected molecules or ions with the total composition C8H13N2PS in a non-equilibrium geometry.

The geometry in XYZ format:
```
25
Properties=species:S:1:pos:R:3:mulliken_charge:R:1
S -0.583 2.506 1.390 -0.44
P -0.758 0.758 0.109 0.21
N -3.542 -2.063 1.064 -0.46
N -0.864 1.342 -1.443 -0.17
C 3.541 -0.808 0.084 -0.29
C 3.170 0.012 1.175 -0.57
C 1.913 0.615 1.289 -0.71
C 2.669 -1.081 -0.894 -0.93
C 1.402 -0.551 -0.764 -0.60
C 1.035 0.315 0.254 0.77
C -2.351 -2.428 1.302 0.02
C -2.061 1.982 -2.021 -0.92
H -1.957 2.402 -2.942 0.39
H -4.270 -2.616 1.488 0.23
H -2.175 -3.352 1.735 0.26
H 3.748 0.153 1.985 0.47
H -1.609 -1.818 1.101 -0.02
H -2.744 1.129 -2.093 0.33
H 0.679 -0.857 -1.488 0.40
H 1.706 1.095 2.134 0.57
H -2.378 2.692 -1.344 0.27
H -0.158 1.122 -2.120 0.30
H 4.553 -1.299 0.098 0.28
H 2.988 -1.805 -1.553 0.42
H -1.954 2.558 1.454 0.17
```

Calculated values
Spin multiplicity: 3
Gap between HOMO and LUMO (spin up / spin down) (eV): 4.86 / 6.85
<S²>: 2.01

---

Record 4
DFT (the ωB97M-V functional and the def2-TZVPD basis) results for a gas-phase ion, C9H16P (charge +1) in a non-equilibrium geometry.

The geometry in XYZ format:
```
26
Properties=species:S:1:pos:R:3:mulliken_charge:R:1
P 0.842 0.456 0.449 0.71
C -1.968 -0.779 -0.185 -0.60
C 0.579 -1.996 -0.561 -1.15
C 0.527 2.292 0.831 -1.34
C 0.554 -1.311 -1.642 0.02
C 0.104 0.151 -1.286 -0.13
C -0.209 -0.554 1.512 -0.35
C -1.661 -0.528 1.275 -0.67
C -1.460 0.250 -1.167 -1.02
C 2.620 0.398 0.331 -1.10
H 0.317 0.900 -1.953 0.69
H -0.539 2.454 0.686 0.35
H 0.207 -1.213 2.252 0.49
H 0.815 -3.050 -0.419 0.35
H 0.812 2.705 1.811 0.39
H -2.319 0.314 1.725 0.29
H 0.873 -1.610 -2.677 0.38
H 2.973 1.321 -0.207 0.37
H -1.631 1.276 -0.884 0.37
H 1.054 2.877 0.222 0.52
H -2.981 -0.898 -0.345 0.50
H -1.492 -1.797 -0.419 0.30
H -2.023 -1.433 1.898 0.32
H -1.862 0.171 -2.162 0.43
H 2.977 -0.005 1.272 0.39
H 2.892 -0.391 -0.357 0.46
```

Calculated values
Total charge: +1
Gap between HOMO and LUMO (spin up / spin down) (eV): 8.41 / 8.35

---

The following E values (in hartree) correspond, in order, to the records above: -2095.134175; -1416.049896; -1161.463325; -693.461429.